50
Properties=species:S:1:pos:R:3 method="wB97M-V/def2-TZVPD" gap_ev=6.182 lumo_energy_ev=-8.21 spin_multiplicity=1 total_charge=+2 e_homo_ha=-0.529
Ca -1.35 0.22 0.22
C 4.13 -3.84 -0.16
C 2.74 -3.19 -0.17
C 2.01 -3.64 -1.45
C 1.97 -3.68 1.07
C 2.82 -1.67 -0.14
C 4.04 -0.97 -0.04
C 4.11 0.40 0.04
C 2.92 1.13 0.01
S 2.64 2.82 0.19
C 0.93 2.55 0.09
N 0.60 1.30 -0.10
C 1.69 0.47 -0.12
C 1.65 -0.93 -0.19
C -0.02 3.65 0.21
C 0.40 4.93 -0.14
C -0.49 6.00 -0.21
C -1.85 5.82 0.03
C -2.29 4.59 0.42
C -1.41 3.49 0.57
H 4.02 -4.93 -0.20
H 4.68 -3.60 0.74
H 4.71 -3.54 -1.03
H 1.98 -4.73 -1.49
H 2.53 -3.28 -2.34
H 0.98 -3.27 -1.48
H 1.90 -4.77 1.05
H 0.96 -3.27 1.11
H 2.49 -3.39 1.98
H 4.96 -1.53 -0.02
H 5.07 0.90 0.12
H 0.69 -1.42 -0.30
H 1.43 5.10 -0.40
H -0.11 6.98 -0.48
H -2.54 6.65 -0.06
H -3.33 4.42 0.70
C -6.06 0.69 -0.12
O -5.43 -0.62 -0.08
C -4.14 -0.69 -0.14
O -3.37 0.27 -0.27
N -3.69 -1.96 -0.04
N -2.31 -2.22 0.01
H -7.12 0.49 -0.10
H -5.78 1.21 -1.03
H -5.77 1.27 0.75
H -4.37 -2.71 0.03
H -2.04 -2.74 -0.82
H -2.12 -2.81 0.81
O -1.41 1.53 1.72
N -2.04 2.48 1.23